1.
This record from the Open Molecules 2025 dataset describes a 6-piece molecular cluster, C45H103NO12P2S overall. The level of theory is wB97M-V/def2-TZVPD.

Values from the calculation:
total energy: -103803.99770 eV
charge: 0
LUMO level: 0.49 eV
maximum force: 1.0 eV/Å
HOMO-LUMO gap: 9.2 eV

Each atom is followed by the atoms it is bonded to, with distances in Å.
Element x y z (Å)
1 S 0.12 -0.39 0.07  O9 1.422, O10 1.584, O12 1.433, C41 1.784
2 P 2.59 -2.18 -2.09  O8 1.487, C50 1.888, H85 1.391, H145 1.412
3 P 0.20 -2.73 -3.64  C27 1.842, C50 1.911, C56 1.840
4 O -1.47 5.90 -2.73  C22 1.409, C32 1.410
5 O -5.56 0.64 9.96  C23 1.417, C46 1.417
6 O -6.12 -2.06 -4.63  C44 1.417, C45 1.418
7 O 7.88 -0.99 1.68  C42 1.418, C55 1.416
8 O 2.76 -2.45 -0.64  P2 1.487
9 O 0.85 -0.85 1.19  S1 1.422
10 O 0.91 0.84 -0.54  S1 1.584, C53 1.444
11 O 3.19 0.39 -6.06  C19 1.418, C20 1.421
12 O -1.23 0.08 0.23  S1 1.433
13 O 1.31 -6.63 -3.15  C25 1.417, C59 1.420
14 O -0.58 4.01 3.15  C33 1.423, C49 1.408
15 O -0.21 2.64 8.39  C21 1.419, C58 1.417
16 N 2.97 0.50 -1.57  C26 1.466, C53 1.453, H109 1.013
17 C 7.54 -0.21 3.99  C42 1.519, H69 1.091, H105 1.091, H126 1.090
18 C 2.98 -8.35 -2.57  C25 1.519, H78 1.091, H87 1.091, H133 1.091
19 C 3.59 1.72 -6.31  O11 1.418, C52 1.533, H136 1.098, H163 1.090
20 C 3.03 0.09 -4.68  O11 1.421, C37 1.526, H101 1.085, H146 1.096
21 C 0.30 1.88 7.30  O15 1.419, C40 1.518, H72 1.096, H135 1.090
22 C -0.72 7.08 -2.60  O4 1.409, H83 1.096, H120 1.088, H156 1.097
23 C -6.29 -0.06 8.97  O5 1.417, C39 1.519, H64 1.091, H150 1.096
24 C 0.90 -5.96 -0.82  C59 1.517, H110 1.091, H151 1.091, H164 1.092
25 C 2.69 -6.91 -2.97  O13 1.417, C18 1.519, H99 1.097, H161 1.091
26 C 3.58 0.65 -0.24  N16 1.466, C31 1.518, H68 1.099, H114 1.085
27 C 1.23 -2.83 -5.16  P3 1.842, H127 1.092, H147 1.090, H158 1.087
28 C -0.95 2.74 -4.67  C47 1.532, C61 1.529, H96 1.094, H100 1.095
29 C 0.80 3.40 -1.07  C43 1.534, C60 1.525, H80 1.093, H93 1.091
30 C -2.31 1.37 8.62  C58 1.518, H62 1.091, H88 1.091, H103 1.091
31 C 5.04 0.27 -0.31  C26 1.518, H89 1.096, H155 1.089, H162 1.088
32 C -1.06 5.11 -3.83  O4 1.410, C61 1.517, H79 1.100, H159 1.101
33 C -0.55 3.88 1.73  O14 1.423, C48 1.537, H95 1.095, H108 1.094
34 C 0.93 0.16 -2.93  C37 1.544, C50 1.583, C51 1.587, C53 1.576
35 C -2.63 -2.26 -3.53  C56 1.537, H70 1.091, H75 1.090, H82 1.090
36 C -6.69 -0.36 11.91  C46 1.519, H77 1.091, H81 1.091, H128 1.091
37 C 1.58 0.40 -4.31  C20 1.526, C34 1.544, H141 1.088, H160 1.087
38 C -7.34 -2.85 -2.64  C45 1.519, H67 1.091, H92 1.090, H117 1.091
39 C -7.54 0.66 8.50  C23 1.519, H90 1.091, H102 1.091, H154 1.091
40 C -0.10 2.41 5.94  C21 1.518, H107 1.090, H144 1.090, H153 1.091
41 C 0.09 -1.60 -1.24  S1 1.784, C50 1.553, H65 1.088, H73 1.088
42 C 7.01 -0.98 2.79  O7 1.418, C17 1.519, H118 1.089, H124 1.096
43 C 1.61 2.53 -2.04  C29 1.534, C53 1.558, H125 1.094, H143 1.088
44 C -6.77 -2.90 -5.57  O6 1.417, C54 1.519, H86 1.096, H112 1.090
45 C -6.88 -1.68 -3.50  O6 1.418, C38 1.519, H84 1.090, H140 1.096
46 C -6.24 0.90 11.17  O5 1.417, C36 1.519, H97 1.090, H116 1.096
47 C -1.13 1.25 -4.35  C28 1.532, C51 1.541, H98 1.089, H123 1.096
48 C 0.66 4.62 1.14  C33 1.537, C60 1.526, H104 1.091, H131 1.094
49 C -1.69 4.73 3.64  O14 1.408, H115 1.088, H132 1.097, H157 1.097
50 C 0.94 -1.37 -2.52  P2 1.888, P3 1.911, C34 1.583, C41 1.553
51 C -0.57 0.68 -3.03  C34 1.587, C47 1.541, H63 1.086, H91 1.083
52 C 5.11 1.91 -6.23  C19 1.533, H74 1.091, H111 1.089, H152 1.090
53 C 1.63 1.00 -1.79  O10 1.444, N16 1.453, C34 1.576, C43 1.558
54 C -8.00 -2.29 -6.20  C44 1.519, H94 1.091, H106 1.091, H121 1.091
55 C 9.15 -1.58 1.89  O7 1.416, C57 1.519, H129 1.096, H142 1.090
56 C -1.38 -2.20 -4.42  P3 1.840, C35 1.537, H66 1.096, H148 1.088
57 C 9.10 -3.04 2.28  C55 1.519, H113 1.091, H119 1.091, H130 1.091
58 C -1.62 2.71 8.47  O15 1.417, C30 1.518, H122 1.097, H137 1.091
59 C 0.49 -6.82 -2.01  O13 1.420, C24 1.517, H139 1.096, H149 1.090
60 C 1.51 3.73 0.24  C29 1.525, C48 1.526, H76 1.092, H138 1.094
61 C -1.62 3.70 -3.69  C28 1.529, C32 1.517, H71 1.089, H134 1.093
62 H -1.90 0.82 9.47  C30 1.091
63 H -0.74 1.40 -2.24  C51 1.086
64 H -5.59 -0.17 8.14  C23 1.091
65 H -0.97 -1.62 -1.50  C41 1.088
66 H -1.48 -2.97 -5.19  C56 1.096
67 H -6.48 -3.46 -2.35  C38 1.091
68 H 3.47 1.67 0.15  C26 1.099
69 H 7.82 0.81 3.69  C17 1.091
70 H -2.50 -2.96 -2.70  C35 1.091
71 H -1.54 3.37 -2.66  C61 1.089
72 H 0.03 0.83 7.40  C21 1.096
73 H 0.33 -2.55 -0.76  C41 1.088
74 H 5.38 2.82 -5.70  C52 1.091
75 H -2.90 -1.28 -3.13  C35 1.090
76 H 1.70 2.80 0.79  C60 1.092
77 H -7.10 -0.09 12.88  C36 1.091
78 H 2.52 -9.05 -3.27  C18 1.091
79 H -1.42 5.56 -4.76  C32 1.100
80 H 0.57 4.35 -1.57  C29 1.093
81 H -7.46 -0.90 11.36  C36 1.091
82 H -3.49 -2.59 -4.11  C35 1.090
83 H -0.60 7.60 -3.56  C22 1.096
84 H -6.22 -1.03 -2.92  C45 1.090
85 H 3.67 -1.51 -2.65  P2 1.391
86 H -7.01 -3.87 -5.11  C44 1.096
87 H 2.61 -8.58 -1.57  C18 1.091
88 H -2.20 0.74 7.73  C30 1.091
89 H 5.54 0.76 -1.16  C31 1.096
90 H -7.98 0.12 7.66  C39 1.091
91 H -1.22 -0.14 -2.77  C51 1.083
92 H -7.81 -2.47 -1.73  C38 1.090
93 H -0.17 2.94 -0.84  C29 1.091
94 H -8.38 -2.94 -6.98  C54 1.091
95 H -0.50 2.82 1.50  C33 1.095
96 H 0.10 3.00 -4.82  C28 1.094
97 H -5.53 1.45 11.78  C46 1.090
98 H -0.80 0.69 -5.22  C47 1.089
99 H 3.13 -6.22 -2.25  C25 1.097
100 H -1.42 2.88 -5.65  C28 1.095
101 H 3.27 -0.96 -4.58  C20 1.085
102 H -8.30 0.72 9.28  C39 1.091
103 H -3.38 1.51 8.80  C30 1.091
104 H 1.26 4.97 1.98  C48 1.091
105 H 8.41 -0.68 4.44  C17 1.091
106 H -7.77 -1.32 -6.63  C54 1.091
107 H 0.15 3.46 5.84  C40 1.090
108 H -1.48 4.26 1.31  C33 1.094
109 H 3.60 0.93 -2.25  N16 1.013
110 H 0.17 -6.05 -0.02  C24 1.091
111 H 5.56 1.95 -7.22  C52 1.089
112 H -6.02 -3.10 -6.33  C44 1.090
113 H 8.65 -3.19 3.27  C57 1.091
114 H 3.07 -0.03 0.44  C26 1.085
115 H -1.58 4.80 4.72  C49 1.088
116 H -7.10 1.56 11.00  C46 1.096
117 H -8.06 -3.48 -3.15  C38 1.091
118 H 6.10 -0.52 2.43  C42 1.089
119 H 10.11 -3.46 2.32  C57 1.091
120 H -1.25 7.74 -1.92  C22 1.088
121 H -8.81 -2.15 -5.47  C54 1.091
122 H -2.03 3.24 7.60  C58 1.097
123 H -2.22 1.08 -4.31  C47 1.096
124 H 6.75 -2.00 3.09  C42 1.096
125 H 2.65 2.88 -1.97  C43 1.094
126 H 6.77 -0.14 4.75  C17 1.090
127 H 0.95 -3.77 -5.62  C27 1.092
128 H -5.85 -1.03 12.06  C36 1.091
129 H 9.72 -1.01 2.63  C55 1.096
130 H 8.52 -3.61 1.56  C57 1.091
131 H 0.33 5.50 0.57  C48 1.094
132 H -2.63 4.22 3.41  C49 1.097
133 H 4.06 -8.52 -2.57  C18 1.091
134 H -2.69 3.73 -3.92  C61 1.093
135 H 1.39 1.94 7.42  C21 1.090
136 H 3.09 2.41 -5.62  C19 1.098
137 H -1.82 3.33 9.34  C58 1.091
138 H 2.47 4.20 0.02  C60 1.094
139 H 0.46 -7.87 -1.72  C59 1.096
140 H -7.74 -1.07 -3.80  C45 1.096
141 H 0.99 -0.16 -5.03  C37 1.088
142 H 9.67 -1.47 0.94  C55 1.090
143 H 1.30 2.74 -3.06  C43 1.088
144 H 0.42 1.86 5.15  C40 1.090
145 H 2.57 -3.41 -2.80  P2 1.412
146 H 3.76 0.66 -4.10  C20 1.096
147 H 1.06 -2.03 -5.88  C27 1.090
148 H -1.31 -1.26 -4.96  C56 1.088
149 H -0.51 -6.54 -2.34  C59 1.090
150 H -6.54 -1.07 9.31  C23 1.096
151 H 1.87 -6.24 -0.42  C24 1.091
152 H 5.55 1.07 -5.69  C52 1.090
153 H -1.17 2.29 5.76  C40 1.091
154 H -7.30 1.67 8.18  C39 1.091
155 H 5.17 -0.81 -0.40  C31 1.089
156 H 0.28 6.87 -2.19  C22 1.097
157 H -1.73 5.74 3.22  C49 1.097
158 H 2.29 -2.91 -4.93  C27 1.087
159 H 0.04 5.08 -3.89  C32 1.101
160 H 1.43 1.45 -4.58  C37 1.087
161 H 3.14 -6.70 -3.94  C25 1.091
162 H 5.56 0.61 0.58  C31 1.088
163 H 3.22 1.97 -7.31  C19 1.090
164 H 0.96 -4.91 -1.13  C24 1.092

These are the Löwdin partial charges, in e, on atoms 1 to 4: 0.627, 0.720, 0.989, -0.191


2.
This record from the Open Molecules 2025 dataset describes one molecule with the formula C11H16BrNO2. The level of theory is wB97M-V/def2-TZVPD.

Values from the calculation:
total energy: -87293.47765 eV
charge: 0
energy relative to the best compared isomer or geometry (same formula, charge and spin): 2.2 kcal/mol
LUMO level: 0.65 eV
maximum force: 0.6 eV/Å
HOMO-LUMO gap: 9.2 eV

Each atom is followed by the atoms it is bonded to, with distances in Å.
Element x y z (Å)
1 Br -4.09 0.04 0.06  C8 1.908
2 O 4.67 -2.38 -0.06  C12 1.412, H28 0.963
3 O 2.46 3.61 -0.66  C11 1.406, H19 0.964
4 N 2.73 0.06 0.38  C6 1.451, C10 1.446, C15 1.453
5 C 0.51 -0.82 -0.07  C9 1.390, C14 1.388, C15 1.504
6 C 2.70 1.18 -0.54  N4 1.451, C11 1.535, H18 1.092, H23 1.104
7 C -1.68 -1.02 -1.06  C8 1.383, C14 1.384, H22 1.079
8 C -2.21 -0.31 0.01  Br1 1.908, C7 1.383, C13 1.385
9 C -0.05 -0.11 0.99  C5 1.390, C13 1.382, H20 1.079
10 C 4.04 -0.26 0.90  N4 1.446, C12 1.540, H26 1.091, H27 1.093
11 C 2.62 2.51 0.21  O3 1.406, C6 1.535, H21 1.099, H29 1.091
12 C 5.00 -1.00 -0.06  O2 1.412, C10 1.540, H24 1.100, H31 1.099
13 C -1.41 0.15 1.03  C8 1.385, C9 1.382, H16 1.079
14 C -0.32 -1.27 -1.09  C5 1.388, C7 1.384, H25 1.081
15 C 1.99 -1.10 -0.09  N4 1.453, C5 1.504, H17 1.094, H30 1.101
16 H -1.84 0.71 1.85  C13 1.079
17 H 2.20 -1.93 0.59  C15 1.094
18 H 1.79 1.10 -1.15  C6 1.092
19 H 3.19 3.62 -1.28  O3 0.964
20 H 0.60 0.24 1.78  C9 1.079
21 H 3.52 2.65 0.83  C11 1.099
22 H -2.32 -1.37 -1.85  C7 1.079
23 H 3.56 1.20 -1.22  C6 1.104
24 H 4.92 -0.59 -1.08  C12 1.100
25 H 0.10 -1.82 -1.92  C14 1.081
26 H 4.52 0.67 1.21  C10 1.091
27 H 3.91 -0.90 1.78  C10 1.093
28 H 5.29 -2.85 -0.63  O2 0.963
29 H 1.75 2.51 0.87  C11 1.091
30 H 2.29 -1.42 -1.10  C15 1.101
31 H 6.03 -0.85 0.29  C12 1.099

These are the Löwdin partial charges, in e, on atoms 1 to 4: 0.710, -0.073, -0.061, -0.181


Question: Which of these has the lowest total energy?
Answer: C45H103NO12P2S


Question: Which formula does entry 2 have?
Answer: C11H16BrNO2


Question: Look up the LUMO level of the second one.
Answer: 0.65 eV


Please write out number 2 again, unchanged.
This record from the Open Molecules 2025 dataset describes one molecule with the formula C11H16BrNO2. The level of theory is wB97M-V/def2-TZVPD.

Values from the calculation:
total energy: -87293.47765 eV
charge: 0
energy relative to the best compared isomer or geometry (same formula, charge and spin): 2.2 kcal/mol
LUMO level: 0.65 eV
maximum force: 0.6 eV/Å
HOMO-LUMO gap: 9.2 eV

Each atom is followed by the atoms it is bonded to, with distances in Å.
Element x y z (Å)
1 Br -4.09 0.04 0.06  C8 1.908
2 O 4.67 -2.38 -0.06  C12 1.412, H28 0.963
3 O 2.46 3.61 -0.66  C11 1.406, H19 0.964
4 N 2.73 0.06 0.38  C6 1.451, C10 1.446, C15 1.453
5 C 0.51 -0.82 -0.07  C9 1.390, C14 1.388, C15 1.504
6 C 2.70 1.18 -0.54  N4 1.451, C11 1.535, H18 1.092, H23 1.104
7 C -1.68 -1.02 -1.06  C8 1.383, C14 1.384, H22 1.079
8 C -2.21 -0.31 0.01  Br1 1.908, C7 1.383, C13 1.385
9 C -0.05 -0.11 0.99  C5 1.390, C13 1.382, H20 1.079
10 C 4.04 -0.26 0.90  N4 1.446, C12 1.540, H26 1.091, H27 1.093
11 C 2.62 2.51 0.21  O3 1.406, C6 1.535, H21 1.099, H29 1.091
12 C 5.00 -1.00 -0.06  O2 1.412, C10 1.540, H24 1.100, H31 1.099
13 C -1.41 0.15 1.03  C8 1.385, C9 1.382, H16 1.079
14 C -0.32 -1.27 -1.09  C5 1.388, C7 1.384, H25 1.081
15 C 1.99 -1.10 -0.09  N4 1.453, C5 1.504, H17 1.094, H30 1.101
16 H -1.84 0.71 1.85  C13 1.079
17 H 2.20 -1.93 0.59  C15 1.094
18 H 1.79 1.10 -1.15  C6 1.092
19 H 3.19 3.62 -1.28  O3 0.964
20 H 0.60 0.24 1.78  C9 1.079
21 H 3.52 2.65 0.83  C11 1.099
22 H -2.32 -1.37 -1.85  C7 1.079
23 H 3.56 1.20 -1.22  C6 1.104
24 H 4.92 -0.59 -1.08  C12 1.100
25 H 0.10 -1.82 -1.92  C14 1.081
26 H 4.52 0.67 1.21  C10 1.091
27 H 3.91 -0.90 1.78  C10 1.093
28 H 5.29 -2.85 -0.63  O2 0.963
29 H 1.75 2.51 0.87  C11 1.091
30 H 2.29 -1.42 -1.10  C15 1.101
31 H 6.03 -0.85 0.29  C12 1.099

These are the Löwdin partial charges, in e, on atoms 1 to 4: 0.710, -0.073, -0.061, -0.181